This record from the OMol25 dataset describes a structure of composition C35H35N5O6Ti. The level of theory is wB97M-V/def2-TZVPD.

Computed properties:
Multiplicity: 3
Charge: -2
HOMO energy (alpha / beta), eV: 0.33 / 0.03
Orbital gap (alpha / beta), eV: 4.36 / 4.64

Atoms and positions in Å:
Ti: 0.38701 -0.25093 -0.21672
C: -1.58592 -1.35620 2.76638
N: -2.58296 -0.67850 1.96542
C: -3.41998 -1.56827 1.19399
C: -3.72291 -1.11959 -0.24058
C: -2.50433 -0.56960 -0.99944
N: -1.27805 -1.31447 -0.75282
C: -1.34907 -2.62032 -1.09191
C: -0.36120 -3.58497 -0.81996
C: -0.45195 -4.91261 -1.29875
C: 0.51007 -5.86091 -1.00372
C: 1.61038 -5.51342 -0.21898
C: 1.73131 -4.20694 0.25887
C: 0.77277 -3.23708 -0.02068
O: 0.88730 -2.01564 0.46797
C: -3.24383 0.40272 2.64733
C: -3.49121 1.64103 1.78860
C: -2.22654 2.36647 1.27132
N: -0.93920 1.84672 1.73678
C: -0.08270 2.68109 2.41122
C: 1.26369 3.04733 2.17016
C: 1.96931 3.65832 3.23621
C: 3.27583 4.07863 3.12398
C: 3.95872 3.92143 1.92034
C: 3.28526 3.35816 0.84191
C: 1.97478 2.93722 0.94933
O: 1.42003 2.36562 -0.16330
H: -2.02335 -1.91222 3.61878
H: -0.87149 -0.62813 3.15259
H: -1.02444 -2.05033 2.14155
H: -4.37987 -1.76427 1.71388
H: -2.89658 -2.52326 1.12870
H: -4.50530 -0.35371 -0.25940
H: -4.13775 -1.98896 -0.76226
H: -2.33311 0.45998 -0.69859
H: -2.73802 -0.54727 -2.07364
H: -2.21749 -2.94291 -1.66778
H: -1.30682 -5.17696 -1.91463
H: 0.40973 -6.87123 -1.38618
H: 2.37132 -6.24890 0.01686
H: 2.57607 -3.91140 0.87140
H: -2.61787 0.69947 3.49216
H: -4.21743 0.07700 3.06841
H: -4.07525 2.33776 2.40128
H: -4.12437 1.37888 0.93916
H: -2.25750 3.41637 1.55856
H: -2.18323 2.35648 0.18028
H: -0.57095 3.15375 3.25785
H: 1.45626 3.75726 4.18679
H: 3.77458 4.51286 3.98294
H: 4.99036 4.23630 1.81993
H: 3.76513 3.24474 -0.12330
O: 0.10021 4.20224 -0.48475
C: 0.35314 3.04122 -0.80171
O: -0.44764 0.86961 0.94405
C: -0.27349 2.21467 -1.74939
C: -1.25025 2.74331 -2.60967
C: -1.76494 2.02438 -3.64745
C: -1.16642 0.74198 -3.95988
C: -1.47283 0.01706 -5.10947
C: -0.87521 -1.21141 -5.38509
C: 0.07272 -1.71891 -4.51343
C: 0.41652 -0.99964 -3.37008
C: -0.21013 0.20408 -3.05559
N: 0.03271 0.81541 -1.82232
H: -1.55323 3.76960 -2.43183
H: -2.50570 2.44314 -4.31914
H: -2.21138 0.42499 -5.79418
H: -1.15073 -1.76219 -6.27812
H: 0.54697 -2.67379 -4.70744
H: 1.17803 -1.38193 -2.69917
O: 2.42772 -0.35659 -0.88620
C: 3.10691 -0.16750 0.15316
C: 4.62320 -0.14848 0.14879
C: 4.93631 0.13372 1.61143
C: 3.54708 0.19981 2.27484
O: 3.39719 0.35592 3.47066
N: 2.55880 0.04781 1.33559
H: 4.96474 0.62465 -0.54127
H: 4.99344 -1.10834 -0.21507
H: 5.43095 1.09161 1.77535
H: 5.52607 -0.64300 2.09912

Atomic forces in eV per Å
Ti -0.3 0.0 -0.2
C 0.0 0.0 0.0
N 0.0 0.0 0.0
C 0.0 0.0 0.0
C 0.0 0.0 0.0
C 0.0 0.0 0.0
N 0.1 0.0 0.1
C 0.0 0.0 0.0
C 0.0 0.0 0.0
C 0.0 0.0 0.0
C 0.0 0.0 0.0
C 0.0 0.0 0.0
C 0.0 0.0 0.0
C 0.0 0.0 0.0
O 0.0 0.0 -0.1
C 0.0 0.0 0.0
C 0.0 0.0 0.0
C 0.0 0.0 0.0
N -0.1 0.1 -0.1
C -0.1 -0.1 0.0
C 0.1 0.0 0.0
C 0.0 0.0 0.0
C 0.0 0.0 0.0
C 0.0 0.0 0.0
C 0.1 0.0 0.0
C -0.1 0.0 0.0
O 0.0 0.0 0.0
H 0.0 0.0 0.0
H 0.0 0.0 0.0
H 0.0 0.0 0.0
H 0.0 0.0 0.0
H 0.0 0.0 0.0
H 0.0 0.0 0.0
H 0.0 0.0 0.0
H 0.0 0.0 0.0
H 0.0 0.0 0.0
H 0.0 0.0 0.0
H 0.0 0.0 0.0
H 0.0 0.0 0.0
H 0.0 0.0 0.0
H 0.0 0.0 0.0
H 0.0 0.0 0.0
H 0.0 0.0 0.0
H 0.0 0.0 0.0
H 0.0 0.0 0.0
H 0.0 0.0 0.0
H 0.0 0.0 0.0
H 0.0 0.0 0.0
H 0.0 0.0 0.0
H 0.0 0.0 0.0
H 0.0 0.0 0.0
H 0.0 0.0 0.0
O 0.0 0.0 0.0
C -0.1 0.1 0.0
O 0.2 -0.1 0.1
C 0.1 -0.1 0.1
C 0.0 0.0 0.0
C 0.0 0.0 0.0
C 0.0 0.0 0.0
C 0.0 0.0 0.0
C 0.0 0.0 0.0
C 0.0 0.0 0.0
C 0.0 0.0 0.0
C 0.0 0.0 0.0
N 0.0 0.0 0.0
H 0.0 0.0 0.0
H 0.0 0.0 0.0
H 0.0 0.0 0.0
H 0.0 0.0 0.0
H 0.0 0.0 0.0
H 0.0 0.0 0.0
O -0.1 0.1 0.1
C 0.1 0.0 0.0
C 0.0 0.0 0.0
C 0.0 0.0 0.0
C 0.0 0.0 0.0
O 0.0 0.0 0.0
N 0.0 0.0 0.0
H 0.0 0.0 0.0
H 0.0 0.0 0.0
H 0.0 0.0 0.0
H 0.0 0.0 0.0


This record from the OMol25 dataset describes a structure of composition C28H29N4O3PPtSSeTe2. The level of theory is wB97M-V/def2-TZVPD.

Computed properties:
Multiplicity: 3
HOMO energy (alpha / beta), eV: -4.62 / -7.82
Orbital gap (alpha / beta), eV: 4.25 / 6.19

Atoms and positions in Å:
Pt: 0.09200 -0.09130 0.41146
Se: 5.07213 5.50803 -2.15543
N: 5.43856 3.64831 -2.06119
C: 4.30923 3.08282 -1.75891
C: 4.12384 1.67465 -1.53688
C: 5.22780 0.83858 -1.69033
C: 4.97525 -0.53988 -1.76728
C: 3.67153 -0.93455 -1.51257
N: 2.62452 -0.12028 -1.28141
C: 2.80229 1.20974 -1.25024
C: 1.67482 2.11982 -0.98500
N: 0.52067 1.74871 -0.34444
C: -0.42951 2.67140 0.03717
C: -0.27161 4.03527 -0.17042
C: 0.87502 4.44533 -0.82813
C: 1.84511 3.49508 -1.20876
C: 3.13485 3.95576 -1.61679
N: 3.35441 5.26159 -1.73962
H: 6.21046 1.28937 -1.80130
H: 5.75063 -1.26431 -1.99881
H: 3.43258 -1.99015 -1.53519
H: -1.34743 2.27575 0.47877
H: -0.95327 4.76006 0.22331
H: 1.07195 5.48500 -1.06803
C: -3.85547 1.29095 -3.15889
C: -2.43801 0.99714 -2.65306
O: -2.51811 0.59461 -1.21851
P: -1.89592 -0.66988 -0.48754
O: -1.76969 -1.74068 -1.66213
C: -2.42773 -3.05347 -1.65536
C: -3.72657 -2.91525 -2.40835
O: -3.19300 -1.29909 0.25325
C: -3.49404 -1.12868 1.66709
C: -3.87782 0.27389 1.97595
H: -3.79488 1.30573 -4.26650
H: -4.16716 2.29573 -2.84014
H: -4.54629 0.55459 -2.79132
H: -1.83213 1.91496 -2.67376
H: -1.92824 0.18630 -3.19786
H: -2.54562 -3.37909 -0.62273
H: -1.72087 -3.64153 -2.23994
H: -4.47532 -2.52396 -1.72357
H: -3.99419 -3.91474 -2.73565
H: -3.60728 -2.25451 -3.27500
H: -2.67963 -1.54902 2.23632
H: -4.36454 -1.77257 1.82026
H: -3.04401 0.87273 2.39710
H: -4.62067 0.23187 2.76127
H: -4.31969 0.75213 1.08571
Te: 0.60023 -2.34127 1.70794
C: 0.82887 -3.85819 0.29372
C: 1.19882 -3.49724 -0.98544
C: 1.38222 -4.62190 -1.80948
C: 1.15205 -5.81121 -1.17515
S: 0.64924 -5.59476 0.46519
H: 1.36282 -2.43428 -1.19185
H: 1.65936 -4.53284 -2.86012
H: 1.30843 -6.80632 -1.61115
Te: 2.41484 0.19891 2.08123
C: 1.45231 0.48057 3.96153
C: 0.41064 1.42679 4.02963
C: -0.42117 1.43226 5.16523
C: -0.28640 0.46563 6.17975
C: 0.76644 -0.46643 6.09891
C: 1.64332 -0.43049 5.01658
H: 0.26721 2.13954 3.20331
H: -1.17125 2.20624 5.22304
H: -0.99428 0.40449 6.97386
H: 0.91192 -1.22018 6.86951
H: 2.49543 -1.13231 4.93717

Atomic forces in eV per Å
Pt 1.1 -2.1 1.1
Se 0.2 -1.9 0.2
N -0.3 1.7 -0.1
C -0.6 1.3 0.2
C 0.6 0.3 -0.2
C -1.1 -0.6 -0.3
C 0.4 0.6 0.4
C -0.8 0.4 -0.2
N 0.0 -1.4 0.6
C -0.5 0.5 -0.3
C 1.7 -0.4 -0.1
N -2.5 0.0 0.4
C 0.5 0.9 -0.6
C -0.5 -1.6 0.4
C 1.8 -0.5 -1.1
C -1.4 0.9 0.9
C 1.4 2.2 -0.4
N 0.2 -1.4 -0.3
H -0.2 -0.1 -0.2
H -0.1 0.1 0.2
H 0.0 -0.1 0.0
H 0.5 0.1 -0.1
H -0.5 0.1 0.0
H 0.0 -0.1 0.2
C 1.2 0.6 -0.5
C -0.1 -0.2 0.9
O -0.4 0.6 -0.8
P 0.2 0.1 -0.9
O 0.1 -0.2 0.5
C 0.7 1.1 -0.9
C 0.1 -0.2 0.4
O 1.0 0.5 0.4
C -0.4 -0.8 -1.0
C 0.3 1.0 0.5
H -0.3 -0.1 0.6
H 0.0 -0.4 0.0
H -0.3 -0.4 -0.1
H 0.0 -0.4 0.0
H -0.3 0.4 0.2
H 0.1 -0.3 -0.2
H 0.0 -0.4 0.4
H -0.3 0.1 -0.2
H -0.4 -0.1 -0.2
H 0.0 -0.2 0.2
H 0.4 0.1 0.3
H 0.2 -0.1 -0.1
H -0.3 -0.2 -0.6
H -0.3 0.2 0.2
H 0.2 -0.1 0.4
Te -0.8 0.1 0.8
C -0.1 0.2 -0.7
C -0.2 0.0 1.2
C 0.1 -0.3 -0.8
C 0.1 -0.3 -0.3
S 0.5 1.1 -0.5
H -0.1 -0.5 -0.4
H 0.0 -0.2 0.3
H -0.3 0.5 0.4
Te -0.2 0.2 -0.3
C -0.9 -0.1 -0.2
C 0.2 -0.4 0.6
C 0.5 -0.3 -0.2
C 1.0 -0.1 -1.3
C -0.2 0.5 -0.1
C 0.4 -0.1 -0.5
H 0.0 -0.4 0.5
H -0.3 -0.1 0.1
H -0.3 0.1 0.5
H -0.1 0.2 -0.1
H -0.7 0.3 0.2


This record from the OMol25 dataset describes a structure of composition C12H24NO3Sr. The level of theory is wB97M-V/def2-TZVPD.

Computed properties:
Charge: +1
HOMO energy, eV: -10.10
Orbital gap, eV: 3.42

Atoms and positions in Å:
C: 2.93812 -0.96622 0.95617
C: 3.27611 -0.03048 -0.18062
C: 4.42537 0.88948 0.21086
C: 2.12980 0.85004 -0.50140
N: 0.97382 0.12360 -1.01465
C: 0.44226 0.75011 -2.24754
C: -0.50651 -0.13884 -3.09218
O: -1.73707 -0.21836 -2.70681
O: -0.04854 -0.66961 -4.03301
O: -0.02833 0.17356 0.04737
C: -0.54341 -1.11817 0.30434
C: -1.98730 -1.01467 0.75198
C: -2.79728 -1.35210 -0.41912
C: -2.42909 0.27529 1.39377
C: -1.62602 0.57174 2.63633
C: -2.50830 1.46335 0.46552
H: 2.22075 -0.52265 1.60121
H: 3.80285 -1.14813 1.54115
H: 2.57630 -1.89482 0.58046
H: 3.60293 -0.57616 -1.03787
H: 5.13745 0.37952 0.80336
H: 4.04355 1.70293 0.78552
H: 4.88767 1.26481 -0.66554
H: 2.44407 1.62542 -1.16964
H: 1.83648 1.32852 0.40453
H: -0.04267 1.67852 -1.99240
H: 1.25132 0.97911 -2.88732
H: -0.48402 -1.66856 -0.59848
H: 0.05669 -1.65195 1.01354
H: -2.15188 -1.76359 1.49331
H: -3.30743 -0.47711 -0.82676
H: -3.58696 -2.10182 -0.12219
H: -2.18407 -1.81464 -1.17914
H: -3.43053 0.09821 1.73403
H: -0.76184 -0.04421 2.72004
H: -2.21979 0.38326 3.49561
H: -1.38023 1.60561 2.66668
H: -1.60907 2.01464 0.55611
H: -3.28663 2.11734 0.76371
H: -2.57005 1.20114 -0.56594
Sr: -4.81850 -2.30411 -1.68501

Atomic forces in eV per Å
C 0.2 0.1 -0.7
C 0.9 0.3 0.9
C -0.8 -0.4 -0.2
C -0.6 -0.3 -0.4
N -0.4 -0.3 -0.4
C -1.2 -0.4 1.1
C -1.6 1.4 2.9
O -0.8 -0.2 1.1
O 1.8 -2.1 -3.5
O 0.1 0.1 -0.7
C 0.8 1.1 0.2
C 0.9 0.2 0.3
C -2.0 -1.0 -0.5
C 0.0 0.3 -0.1
C -0.4 -0.1 0.0
C 0.5 -0.2 0.2
H -0.8 0.4 0.7
H 0.9 -0.4 0.6
H -0.5 -0.8 -0.1
H 0.0 -0.6 -0.7
H 0.9 -0.5 0.5
H -0.2 0.8 0.5
H 0.6 0.6 -0.8
H 0.0 0.5 -0.7
H -0.3 0.6 0.8
H -0.4 0.6 0.2
H 1.1 0.0 -0.5
H 0.2 -0.7 -0.9
H 0.5 -0.2 0.8
H 0.0 -0.8 0.6
H -0.1 0.3 -0.5
H 0.8 0.2 1.4
H -0.1 -0.1 -0.9
H -0.9 -0.3 0.2
H 0.9 -0.2 0.0
H -0.5 -0.2 1.0
H 0.6 0.8 0.1
H 0.9 0.6 -0.1
H -1.0 0.6 0.1
H -0.2 0.0 -0.9
Sr 0.1 0.5 -1.8


The evaluated maximum force for the records listed, in turn: 0.007, 0.051, 0.087 Eh/bohr.
The evaluated energy for the records listed, in turn: -2929.49190, -5325.43154, -782.36927 Eh.